Entry 1:
An isolated molecule of C27H29N5O3. Source: OMol25; level of theory: the ωB97M-V functional and the def2-TZVPD basis.

Summary:
- lowest unoccupied orbital energy (eV) = 0.415
- energy relative to the best compared isomer or geometry (same formula, charge and spin) (kcal/mol) = 1.6
- M (g/mol) = 471.56
- DFT total energy (eV) = -42064.7892
- HOMO level (eV) = -9.1
- gap between HOMO and LUMO (eV) = 9.5
- SMILES string = O=C(CCC(=O)N(c1ccccc1)[C@H](C(=O)NC1CCCC1)c1ccncc1)Nc1cccnc1
- multiplicity = 1

```
64
C27H29N5O3 (the ωB97M-V functional and the def2-TZVPD basis)
O -1.417 -0.399 -0.839
C -1.382 -1.524 -1.290
C -1.109 -2.756 -0.445
C -0.958 -2.361 1.021
C 0.257 -1.447 1.136
O 1.295 -1.704 0.559
N 0.084 -0.326 1.867
C -1.055 -0.076 2.683
C -1.191 -0.721 3.905
C -2.276 -0.433 4.715
C -3.220 0.495 4.309
C -3.082 1.137 3.089
C -1.999 0.857 2.275
C 1.183 0.617 2.075
C 2.084 0.797 0.832
O 3.288 0.874 0.932
N 1.402 1.028 -0.305
C 2.086 1.237 -1.562
C 1.762 0.137 -2.592
C 1.466 0.874 -3.897
C 0.810 2.166 -3.424
C 1.662 2.566 -2.222
C 1.983 0.205 3.285
C 2.834 -0.894 3.237
C 3.503 -1.257 4.395
N 3.370 -0.623 5.548
C 2.563 0.422 5.589
C 1.849 0.878 4.492
N -1.564 -1.824 -2.607
C -1.826 -0.947 -3.663
C -2.297 0.351 -3.486
C -2.532 1.127 -4.610
C -2.291 0.584 -5.862
N -1.858 -0.654 -6.036
C -1.635 -1.396 -4.972
H -1.917 -3.479 -0.577
H -0.172 -3.205 -0.787
H -0.779 -3.250 1.629
H -1.858 -1.860 1.374
H -0.446 -1.439 4.215
H -2.381 -0.932 5.667
H -4.064 0.719 4.943
H -3.820 1.858 2.771
H -1.884 1.340 1.316
H 0.725 1.598 2.263
H 0.413 0.821 -0.351
H 3.149 1.248 -1.311
H 2.573 -0.582 -2.686
H 0.875 -0.402 -2.259
H 0.829 0.298 -4.568
H 2.397 1.101 -4.418
H 0.786 2.934 -4.196
H -0.214 1.962 -3.108
H 2.547 3.108 -2.557
H 1.124 3.199 -1.518
H 2.970 -1.438 2.317
H 4.179 -2.102 4.404
H 2.483 0.915 6.550
H 1.200 1.738 4.578
H -1.398 -2.781 -2.887
H -2.473 0.736 -2.495
H -2.896 2.137 -4.509
H -2.453 1.153 -6.766
H -1.284 -2.403 -5.164
```

The computed natural (NBO) charges, all in e, follow: number 1, O, carries -0.646; number 2, C, carries 0.709; number 3, C, carries -0.497; number 4, C, carries -0.489; number 5, C, carries 0.721; number 6, O, carries -0.639; number 7, N, carries -0.493; number 8, C, carries 0.228; number 9, C, carries -0.248; number 10, C, carries -0.192; number 11, C, carries -0.211; number 12, C, carries -0.206; number 13, C, carries -0.233; number 14, C, carries -0.153; number 15, C, carries 0.713; number 16, O, carries -0.621; number 17, N, carries -0.625; number 18, C, carries -0.069; number 19, C, carries -0.402; number 20, C, carries -0.406; number 21, C, carries -0.407; number 22, C, carries -0.400; number 23, C, carries 0.019; number 24, C, carries -0.235; number 25, C, carries 0.034; number 26, N, carries -0.420; number 27, C, carries 0.032; number 28, C, carries -0.254; number 29, N, carries -0.599; number 30, C, carries 0.106; number 31, C, carries -0.202; number 32, C, carries -0.237; number 33, C, carries 0.014; number 34, N, carries -0.396; number 35, C, carries 0.004; number 36, H, carries 0.230; number 37, H, carries 0.253; number 38, H, carries 0.240; number 39, H, carries 0.232; number 40, H, carries 0.230; number 41, H, carries 0.218; number 42, H, carries 0.217; number 43, H, carries 0.218; number 44, H, carries 0.229; number 45, H, carries 0.232; number 46, H, carries 0.413; number 47, H, carries 0.240; number 48, H, carries 0.220; number 49, H, carries 0.195; number 50, H, carries 0.211; number 51, H, carries 0.198; number 52, H, carries 0.210; number 53, H, carries 0.195; number 54, H, carries 0.205; number 55, H, carries 0.212; number 56, H, carries 0.248; number 57, H, carries 0.191; number 58, H, carries 0.189; number 59, H, carries 0.214; number 60, H, carries 0.405; number 61, H, carries 0.250; number 62, H, carries 0.224; number 63, H, carries 0.196; number 64, H, carries 0.186


Entry 2:
A 4-piece molecular cluster, C2H12NO4 overall at a distorted geometry. Source: OMol25; level of theory: the ωB97M-V functional and the def2-TZVPD basis.

Summary:
- lowest unoccupied orbital energy (alpha / beta) (eV) = 0.459 / -3.156
- energy relative to the best compared isomer or geometry (same formula, charge and spin) (kcal/mol) = 0.0
- M (g/mol) = 114.12
- DFT total energy (eV) = -11946.0948
- HOMO level (alpha / beta) (eV) = -10.0 / -10.0
- gap between HOMO and LUMO (alpha / beta) (eV) = 10.5 / 6.8
- multiplicity = 2

```
19
C2H12NO4 (the ωB97M-V functional and the def2-TZVPD basis)
C -1.448 -0.435 -0.495
O -1.122 -0.753 0.778
C -0.293 0.058 -1.363
N 0.887 -0.859 -1.226
H -1.837 -1.265 -1.113
H -2.255 0.322 -0.443
H -0.524 0.248 -2.404
H 0.109 0.997 -0.933
H 1.145 -0.972 -0.257
H 0.703 -1.761 -1.644
H 0.884 -0.137 2.798
H 0.389 -0.267 1.382
O 1.222 -0.072 1.888
H 2.192 1.242 -1.216
H 2.375 0.724 -2.701
O 2.656 1.374 -2.050
H -1.295 1.216 3.018
H -1.908 -0.182 2.660
O -1.879 0.523 3.321
```

The computed natural (NBO) charges, all in e, follow: number 1, C, carries -0.166; number 2, O, carries -0.298; number 3, C, carries -0.264; number 4, N, carries -0.851; number 5, H, carries 0.234; number 6, H, carries 0.230; number 7, H, carries 0.214; number 8, H, carries 0.195; number 9, H, carries 0.378; number 10, H, carries 0.356; number 11, H, carries 0.473; number 12, H, carries 0.467; number 13, O, carries -0.973; number 14, H, carries 0.475; number 15, H, carries 0.477; number 16, O, carries -0.951; number 17, H, carries 0.471; number 18, H, carries 0.482; number 19, O, carries -0.950


Entry 3:
A 7-piece molecular cluster, C28H46Br2F3O14P2S overall at a distorted geometry. Source: OMol25; level of theory: the ωB97M-V functional and the def2-TZVPD basis.

Summary:
- total charge = -1
- lowest unoccupied orbital energy (eV) = 1.447
- energy relative to the best compared isomer or geometry (same formula, charge and spin) (kcal/mol) = 21.2
- M (g/mol) = 917.48
- DFT total energy (eV) = -236098.7938
- HOMO level (eV) = -4.0
- gap between HOMO and LUMO (eV) = 5.4
- multiplicity = 1

```
96
C28H46Br2F3O14P2S (the ωB97M-V functional and the def2-TZVPD basis)
O -6.115 -2.624 -2.605
P -5.979 -2.570 -4.232
O -6.191 -1.007 -4.699
S -7.544 -3.562 -4.938
P -4.089 -3.556 -5.151
C -3.267 -3.865 -3.443
C -2.818 -2.732 -2.491
C -2.423 -1.363 -2.969
F -3.378 -0.687 -3.543
Br -2.126 -0.314 -1.271
C -1.081 -1.216 -3.773
F -1.100 -0.074 -4.397
F -0.057 -1.146 -2.940
Br -0.633 -2.624 -4.986
H -6.546 -3.451 -2.351
H -6.137 -1.078 -5.666
H -4.806 -4.818 -5.027
H -4.791 -3.328 -6.410
H -3.431 -2.257 -5.348
H -2.976 -4.182 -5.862
H -2.424 -4.514 -3.631
H -3.956 -4.484 -2.886
H -1.974 -3.082 -1.912
H -3.581 -2.579 -1.750
O -0.015 -2.904 1.516
C 0.600 -1.904 1.272
O 0.065 -0.670 1.366
C 1.011 0.322 0.908
C 2.372 -0.341 1.047
C 2.037 -1.809 0.792
H 0.769 0.572 -0.127
H 0.914 1.218 1.515
H 3.118 0.068 0.370
H 2.741 -0.220 2.062
H 2.065 -2.060 -0.270
H 2.674 -2.488 1.353
O -0.561 3.473 0.807
C -1.711 3.233 1.038
O -2.110 2.373 2.005
C -3.546 2.219 1.964
C -4.061 3.466 1.267
C -2.918 3.785 0.307
H -3.781 1.308 1.407
H -3.930 2.127 2.969
H -5.022 3.317 0.781
H -4.173 4.274 1.992
H -3.020 3.257 -0.643
H -2.806 4.852 0.134
O 3.622 2.209 2.498
C 4.024 1.912 3.583
O 4.293 0.633 3.948
C 4.657 0.579 5.338
C 5.130 1.983 5.681
C 4.273 2.843 4.755
H 3.775 0.284 5.914
H 5.433 -0.170 5.474
H 5.026 2.227 6.737
H 6.179 2.092 5.410
H 3.314 3.103 5.203
H 4.788 3.741 4.426
O -5.567 2.893 4.225
C -5.606 2.154 5.164
O -6.718 1.468 5.518
C -6.487 0.747 6.740
C -4.976 0.589 6.832
C -4.484 1.860 6.143
H -6.896 1.331 7.568
H -7.008 -0.207 6.693
H -4.618 0.468 7.853
H -4.659 -0.284 6.260
H -4.398 2.699 6.835
H -3.544 1.713 5.617
O 8.190 1.048 4.212
C 8.770 2.067 3.988
O 8.189 3.287 4.123
C 9.090 4.317 3.680
C 10.479 3.701 3.778
C 10.193 2.228 3.489
H 8.826 4.588 2.656
H 8.971 5.191 4.316
H 11.198 4.157 3.100
H 10.860 3.809 4.794
H 10.213 2.008 2.421
H 10.864 1.560 4.020
O -2.380 -4.056 -9.898
C -1.266 -3.805 -9.556
O -0.724 -4.244 -8.391
C 0.593 -3.698 -8.218
C 1.059 -3.329 -9.620
C -0.254 -2.950 -10.300
H 0.528 -2.828 -7.563
H 1.229 -4.446 -7.748
H 1.810 -2.540 -9.627
H 1.486 -4.205 -10.111
H -0.508 -1.900 -10.150
H -0.256 -3.188 -11.359
```

The computed Mulliken charges, all in e, follow: number 1, O, carries -0.505; number 2, P, carries 0.368; number 3, O, carries -0.465; number 4, S, carries -0.541; number 5, P, carries -0.011; number 6, C, carries -1.929; number 7, C, carries -0.852; number 8, C, carries 0.293; number 9, F, carries -0.216; number 10, Br, carries -0.182; number 11, C, carries 0.755; number 12, F, carries -0.236; number 13, F, carries -0.181; number 14, Br, carries -0.089; number 15, H, carries 0.308; number 16, H, carries 0.336; number 17, H, carries 0.065; number 18, H, carries 0.123; number 19, H, carries -0.165; number 20, H, carries -0.113; number 21, H, carries 0.639; number 22, H, carries 0.624; number 23, H, carries 0.436; number 24, H, carries 0.580; number 25, O, carries -0.652; number 26, C, carries 0.530; number 27, O, carries -0.283; number 28, C, carries -0.352; number 29, C, carries 0.025; number 30, C, carries -0.523; number 31, H, carries 0.131; number 32, H, carries 0.277; number 33, H, carries 0.522; number 34, H, carries -0.196; number 35, H, carries 0.198; number 36, H, carries 0.319; number 37, O, carries -0.615; number 38, C, carries 0.507; number 39, O, carries -0.337; number 40, C, carries 0.481; number 41, C, carries -0.492; number 42, C, carries -0.392; number 43, H, carries 0.207; number 44, H, carries -0.489; number 45, H, carries 0.391; number 46, H, carries 0.237; number 47, H, carries 0.223; number 48, H, carries 0.321; number 49, O, carries -0.564; number 50, C, carries 0.583; number 51, O, carries -0.370; number 52, C, carries -0.521; number 53, C, carries 0.174; number 54, C, carries -0.515; number 55, H, carries 0.284; number 56, H, carries 0.335; number 57, H, carries 0.380; number 58, H, carries -0.335; number 59, H, carries 0.295; number 60, H, carries 0.294; number 61, O, carries -0.609; number 62, C, carries 0.525; number 63, O, carries -0.356; number 64, C, carries -0.429; number 65, C, carries -0.530; number 66, C, carries -0.304; number 67, H, carries 0.261; number 68, H, carries 0.324; number 69, H, carries 0.319; number 70, H, carries 0.273; number 71, H, carries 0.298; number 72, H, carries 0.220; number 73, O, carries -0.547; number 74, C, carries 0.577; number 75, O, carries -0.337; number 76, C, carries -0.464; number 77, C, carries -0.471; number 78, C, carries -0.535; number 79, H, carries 0.276; number 80, H, carries 0.305; number 81, H, carries 0.327; number 82, H, carries 0.268; number 83, H, carries 0.272; number 84, H, carries 0.294; number 85, O, carries -0.570; number 86, C, carries 0.478; number 87, O, carries -0.293; number 88, C, carries -0.351; number 89, C, carries -0.509; number 90, C, carries -0.397; number 91, H, carries 0.134; number 92, H, carries 0.300; number 93, H, carries 0.317; number 94, H, carries 0.267; number 95, H, carries 0.258; number 96, H, carries 0.287


Entry 4:
C21H42CrN3O3 as an isolated structure at a distorted geometry. Source: OMol25; level of theory: the ωB97M-V functional and the def2-TZVPD basis.

Summary:
- lowest unoccupied orbital energy (alpha / beta) (eV) = 0.005 / 0.442
- energy relative to the best compared isomer or geometry (same formula, charge and spin) (kcal/mol) = 74.7
- M (g/mol) = 436.58
- DFT total energy (eV) = -61488.6789
- HOMO level (alpha / beta) (eV) = -7.5 / -7.4
- gap between HOMO and LUMO (alpha / beta) (eV) = 7.5 / 7.9
- multiplicity = 4

```
70
C21H42CrN3O3 (the ωB97M-V functional and the def2-TZVPD basis)
Cr 0.417 0.460 -0.565
C -2.016 2.709 -2.345
C -0.847 2.156 -3.236
C -0.065 3.146 -4.084
O 0.004 1.404 -2.349
H -2.551 3.484 -2.894
H -1.672 3.100 -1.388
H -2.747 1.940 -2.093
H -1.453 1.604 -3.954
H -0.687 3.815 -4.679
H 0.506 2.550 -4.796
H 0.698 3.765 -3.613
C -0.428 -3.330 -1.743
C -1.509 -2.375 -1.346
C -2.564 -2.966 -0.358
O -0.878 -1.174 -0.875
H 0.165 -3.618 -0.875
H 0.219 -2.866 -2.487
H -0.838 -4.259 -2.139
H -1.957 -2.107 -2.304
H -3.157 -3.766 -0.800
H -3.332 -2.242 -0.087
H -2.110 -3.404 0.531
C 2.767 2.829 2.178
C 2.632 2.813 0.680
C 4.012 3.115 0.050
O 1.910 1.741 0.136
H 3.590 3.422 2.578
H 2.944 1.838 2.596
H 1.822 3.278 2.482
H 2.109 3.744 0.459
H 4.607 3.804 0.651
H 3.900 3.758 -0.822
H 4.527 2.177 -0.157
C -2.602 -1.503 2.860
C -1.404 -1.777 3.860
C -0.126 -2.356 3.211
C 0.425 -1.530 2.150
N 0.801 -0.803 1.367
H -2.793 -2.366 2.222
H -2.405 -0.685 2.167
H -3.567 -1.353 3.343
H -1.624 -2.462 4.679
H -1.214 -0.869 4.431
H -0.267 -3.335 2.753
H 0.615 -2.428 4.008
C 4.860 -4.544 -1.307
C 4.610 -3.242 -2.015
C 3.144 -2.995 -2.467
C 2.563 -1.814 -1.855
N 2.157 -0.868 -1.356
H 4.133 -4.795 -0.535
H 5.890 -4.507 -0.951
H 4.738 -5.150 -2.204
H 5.357 -2.993 -2.769
H 4.972 -2.415 -1.406
H 2.475 -3.841 -2.311
H 3.164 -2.691 -3.514
C -4.866 2.491 1.457
C -3.879 2.587 2.605
C -2.443 3.050 2.295
C -1.681 2.093 1.477
N -0.983 1.400 0.863
H -4.604 1.785 0.669
H -5.227 3.349 0.889
H -5.706 1.939 1.878
H -3.770 1.573 2.990
H -4.330 3.286 3.310
H -1.861 3.291 3.185
H -2.570 3.931 1.666
```

The computed natural (NBO) charges, all in e, follow: number 1, Cr, carries 1.488; number 2, C, carries -0.619; number 3, C, carries 0.134; number 4, C, carries -0.624; number 5, O, carries -0.816; number 6, H, carries 0.190; number 7, H, carries 0.189; number 8, H, carries 0.202; number 9, H, carries 0.139; number 10, H, carries 0.198; number 11, H, carries 0.208; number 12, H, carries 0.212; number 13, C, carries -0.611; number 14, C, carries 0.126; number 15, C, carries -0.622; number 16, O, carries -0.902; number 17, H, carries 0.183; number 18, H, carries 0.204; number 19, H, carries 0.194; number 20, H, carries 0.150; number 21, H, carries 0.202; number 22, H, carries 0.211; number 23, H, carries 0.182; number 24, C, carries -0.627; number 25, C, carries 0.137; number 26, C, carries -0.625; number 27, O, carries -0.854; number 28, H, carries 0.199; number 29, H, carries 0.202; number 30, H, carries 0.193; number 31, H, carries 0.117; number 32, H, carries 0.191; number 33, H, carries 0.202; number 34, H, carries 0.204; number 35, C, carries -0.631; number 36, C, carries -0.379; number 37, C, carries -0.513; number 38, C, carries 0.407; number 39, N, carries -0.335; number 40, H, carries 0.221; number 41, H, carries 0.224; number 42, H, carries 0.213; number 43, H, carries 0.212; number 44, H, carries 0.209; number 45, H, carries 0.250; number 46, H, carries 0.254; number 47, C, carries -0.609; number 48, C, carries -0.393; number 49, C, carries -0.531; number 50, C, carries 0.427; number 51, N, carries -0.350; number 52, H, carries 0.213; number 53, H, carries 0.221; number 54, H, carries 0.207; number 55, H, carries 0.219; number 56, H, carries 0.215; number 57, H, carries 0.262; number 58, H, carries 0.262; number 59, C, carries -0.633; number 60, C, carries -0.380; number 61, C, carries -0.515; number 62, C, carries 0.444; number 63, N, carries -0.357; number 64, H, carries 0.220; number 65, H, carries 0.221; number 66, H, carries 0.220; number 67, H, carries 0.211; number 68, H, carries 0.218; number 69, H, carries 0.262; number 70, H, carries 0.258